Entry 1:
36
Properties=species:S:1:pos:R:3 method="wB97M-V/def2-TZVPD" homo_ev=-9.732 molar_mass_g_mol=192.3 lumo_energy_ev=0.54 energy_ha=-694.32189 de_lowest_kcal_mol=81.9
O 25.66365 13.83784 24.93240
O 23.01766 16.78864 27.09037
O 24.49445 18.29054 25.19726
O 22.45358 22.37492 25.38321
O 27.71023 17.50909 25.81461
O 19.96856 19.77119 28.73369
C 28.14234 18.26173 24.69253
C 19.80506 20.60642 27.59609
C 23.52640 19.25119 24.77020
C 22.54955 17.76498 28.03644
C 22.21702 23.75544 25.13506
C 25.38598 15.22624 24.81165
H 24.44460 15.41618 24.27377
H 22.21940 23.90909 24.05960
H 19.11528 19.49927 29.07880
H 20.66310 20.46336 26.94021
H 29.20326 18.08171 24.53478
H 18.90401 20.36727 27.02694
H 22.99553 24.39445 25.56349
H 27.98579 19.33731 24.82738
H 22.71744 18.76146 24.22833
H 22.11127 18.57391 27.46016
H 27.61654 17.97487 23.77203
H 26.79025 17.75764 25.96304
H 23.00185 15.90968 27.47606
H 19.75823 21.66261 27.88025
H 21.74858 17.35533 28.65148
H 22.58907 22.24456 26.32590
H 23.09980 19.76781 25.63952
H 25.19404 15.61990 25.80819
H 24.04076 20.01954 24.20305
H 24.02538 17.65940 25.76171
H 21.25088 24.08275 25.53346
H 25.84255 13.47616 24.06085
H 26.18745 15.78358 24.33013
H 23.36058 18.12898 28.66532



Entry 2:
40
Properties=species:S:1:pos:R:3 method="wB97M-V/def2-TZVPD" homo_ev=-17.071 molar_mass_g_mol=327.9 lumo_energy_ev=-5.53 energy_ha=-950.46333 charge=+2 de_lowest_kcal_mol=0.0
Sr -23.72268 0.79422 -5.65845
O -22.06660 2.24656 -4.57121
O -23.65724 2.69718 -7.49955
O -26.01044 0.71859 -7.19292
O -21.12294 0.35031 -6.54847
O -25.50574 -1.21944 -5.32539
O -23.44830 -0.18689 -8.33815
O -22.75029 -1.36641 -4.53909
O -25.43425 2.63675 -5.04219
O -24.06306 0.91239 -2.93501
C -23.62646 -2.52978 -4.54390
C -25.48923 3.59115 -6.12803
C -25.06983 -2.14036 -4.28646
C -21.15629 -0.43785 -7.75750
C -24.10792 3.79121 -6.73665
C -22.12194 0.08934 -8.79507
H -23.36148 4.15830 -6.03473
H -21.74478 2.82942 -3.86781
H -24.34225 4.61871 -7.42140
H -21.91635 -1.74461 -4.23884
H -25.21384 -1.66932 -3.31959
H -20.33016 0.16247 -6.03744
H -23.15612 0.97098 -2.60591
H -26.96230 0.87851 -7.25397
H -25.88775 4.54110 -5.76416
H -21.27187 1.97228 -5.05345
H -26.18506 3.30650 -6.92213
H -21.91365 1.12956 -9.05448
H -25.78097 0.32169 -8.03806
H -26.34080 2.57846 -4.71228
H -20.13506 -0.46571 -8.15231
H -24.06781 0.18599 -8.97650
H -23.57421 2.79136 -8.44605
H -21.88289 -0.48416 -9.69610
H -23.51393 -3.19289 -5.40206
H -26.25557 -1.65235 -5.74417
H -25.62845 -3.07116 -4.38190
H -24.53676 0.42204 -2.25010
H -21.34467 -1.49276 -7.53278
H -23.32447 -3.14983 -3.69052